No. 1
27
Properties=species:S:1:pos:R:3:mulliken_charge:R:1 method="wB97M-V/def2-TZVPD" gap_ha=0.35493 de_lowest_kcal_mol=60.7 lumo_energy_ev=-7.136 total_charge=+2 multiplicity=1 fmax_ha_per_bohr=0.0994 smiles="C[C@@]([NH3+])(C(N)=[NH2+])c1ccccc1"
C -1.396 1.184 -1.401 -2.14
C -0.837 0.693 -0.101 0.94
N -0.933 1.535 1.219 -0.10
C -1.746 -0.927 0.114 0.51
N -1.032 -2.020 0.270 -0.33
N -3.051 -0.986 0.075 -0.34
C 0.690 0.280 -0.086 0.23
C 1.257 -0.213 1.118 -0.16
C 2.620 -0.409 1.162 -1.11
C 3.420 -0.266 0.059 -0.57
C 2.812 -0.003 -1.143 -0.87
C 1.499 0.296 -1.197 -0.21
H -2.230 1.732 -1.169 0.54
H -0.741 1.706 -1.926 0.60
H -1.621 0.347 -1.949 0.61
H -0.092 1.158 1.827 0.44
H -1.825 1.464 1.760 0.40
H -0.954 2.447 0.880 0.34
H -0.060 -2.218 0.130 0.23
H -1.455 -2.907 0.528 0.26
H -3.511 -0.160 -0.251 0.25
H -3.495 -1.935 0.072 0.29
H 0.604 -0.406 1.961 0.55
H 3.186 -0.650 2.162 0.30
H 4.444 -0.436 0.048 0.51
H 3.303 0.083 -2.038 0.51
H 1.143 0.613 -2.128 0.34

***

No. 2
16
Properties=species:S:1:pos:R:3:mulliken_charge:R:1 method="wB97M-V/def2-TZVPD" gap_ha=0.39736 de_lowest_kcal_mol=36.6 lumo_energy_ev=1.119 multiplicity=1 fmax_ha_per_bohr=0.0198
C -1.283 1.455 -0.899 -1.14
C -0.335 0.262 -1.063 -0.45
C 0.517 -0.039 0.165 0.09
C 1.461 -1.232 0.311 -0.47
O 1.298 -1.118 1.745 -0.42
C -0.020 -0.577 1.489 -0.55
H -0.734 2.375 -0.670 0.30
H -2.003 1.287 -0.090 0.30
H -1.856 1.630 -1.818 0.35
H 0.314 0.437 -1.932 0.30
H -0.935 -0.625 -1.315 0.27
H 1.174 0.757 0.545 0.24
H 2.487 -1.140 -0.062 0.28
H 1.032 -2.192 -0.012 0.30
H -0.395 0.135 2.231 0.30
H -0.723 -1.415 1.376 0.30

***

No. 3
13
Properties=species:S:1:pos:R:3:mulliken_charge:R:1 method="wB97M-V/def2-TZVPD" gap_ha=0.40432 de_lowest_kcal_mol=9.0 lumo_energy_ev=0.731 multiplicity=1 fmax_ha_per_bohr=0.0668 smiles=C[C@H]1[C@H](Br)[C@H]1C#N
C 1.201 0.962 -0.054 -1.25
C -0.175 0.469 0.475 0.08
C -1.299 0.092 -0.458 -0.36
Br -3.015 0.659 0.078 -0.14
C -0.578 -0.962 0.350 -0.29
C 0.424 -1.722 -0.194 0.09
N 1.396 -2.289 -0.440 -0.50
H 1.717 0.111 -0.668 0.27
H 1.844 1.427 0.654 0.35
H 1.129 1.704 -0.817 0.32
H -0.470 0.902 1.421 0.40
H -1.068 0.050 -1.439 0.51
H -1.106 -1.403 1.092 0.52

***

No. 4
7
Properties=species:S:1:pos:R:3:lowdin_spin:R:1 method="wB97M-V/def2-TZVPD" gap_ha="0.27509 / 0.31949" de_lowest_kcal_mol=87.1 lumo_energy_ev="-0.965 / -2.326" multiplicity=3 fmax_ha_per_bohr=0.0256
C -0.615 -0.614 0.711 0.29
C 0.750 -0.041 0.346 0.08
N -1.147 0.078 -0.250 0.03
N -0.028 0.862 -0.428 0.77
O 1.892 -0.333 0.413 0.03
H -1.067 -1.192 1.491 0.02
H 0.215 1.239 -2.283 0.79

***

No. 5
32
Properties=species:S:1:pos:R:3:mulliken_charge:R:1 method="wB97M-V/def2-TZVPD" gap_ha=0.34329 de_lowest_kcal_mol=18.4 lumo_energy_ev=-3.591 total_charge=+1 multiplicity=1 fmax_ha_per_bohr=0.1166
C 0.023 -2.698 -0.695 -1.45
C 3.991 1.379 0.001 -1.13
C -3.803 -0.085 0.309 -1.03
C -1.581 2.205 1.221 -1.08
C -0.678 -1.436 -0.915 -0.19
C 2.652 0.754 0.261 -0.49
C -0.824 -0.551 0.227 0.39
N -0.208 -0.780 1.328 -0.15
N 2.258 -0.407 -0.559 -0.48
O -2.026 0.903 -1.677 -0.52
Si -2.101 0.890 -0.025 0.53
H 0.954 -2.482 -0.161 0.28
H 0.232 -3.284 -1.679 0.32
H -0.601 -3.544 -0.228 0.35
H 4.798 0.658 -0.341 0.29
H 3.782 2.113 -0.955 0.26
H 4.263 1.882 0.843 0.40
H -3.820 -0.843 1.152 0.35
H -4.494 0.646 0.703 0.40
H -4.186 -0.490 -0.726 0.24
H -0.799 1.805 1.839 0.29
H -1.280 3.132 0.711 0.32
H -2.460 2.564 1.762 0.38
H -1.737 -1.547 -1.385 0.43
H -0.091 -0.910 -1.640 0.26
H 1.812 1.417 0.358 0.28
H 2.806 0.294 1.187 0.37
H 0.413 -1.555 1.284 0.24
H -0.058 -0.063 2.141 0.28
H 2.368 -0.135 -1.604 0.26
H 2.900 -1.171 -0.394 0.29
H -2.507 1.341 -2.344 0.33

***

No. 6
101
Properties=species:S:1:pos:R:3:mulliken_charge:R:1 method="wB97M-V/def2-TZVPD" gap_ha=0.25660 de_lowest_kcal_mol=0.0 lumo_energy_ev=-3.409 total_charge=+1 multiplicity=1 fmax_ha_per_bohr=0.0095
Ti -0.961 0.260 -0.013 0.01
N -4.920 2.159 1.063 -0.43
C -3.654 1.706 0.957 0.64
S -3.396 0.318 -0.068 -0.56
N -2.725 2.319 1.611 -1.40
N -1.459 1.787 1.451 1.22
C -0.590 2.373 2.212 -0.28
C 0.804 2.056 2.371 0.97
C 1.593 2.824 3.237 -0.96
C 2.917 2.509 3.444 -0.83
C 3.472 1.407 2.791 -0.53
C 2.715 0.629 1.937 -0.81
C 1.379 0.956 1.719 0.29
O 0.624 0.237 0.899 -0.45
H -5.642 1.776 0.482 0.20
H -5.093 3.006 1.576 0.24
H -0.978 3.184 2.823 0.44
H 1.147 3.673 3.742 0.45
H 3.523 3.108 4.109 0.42
H 4.511 1.156 2.955 0.43
H 3.137 -0.224 1.423 0.48
C -3.507 -4.505 4.695 -1.59
C -2.323 -4.911 3.804 1.98
C -1.110 -5.257 4.681 -1.59
C -2.717 -6.150 3.000 -2.10
C -1.964 -3.736 2.907 0.56
C -1.575 -2.516 3.465 -0.81
C -1.269 -1.452 2.646 -1.03
N -1.338 -1.533 1.317 0.71
C -1.691 -2.690 0.757 0.05
C -2.007 -3.803 1.519 -0.20
C -1.726 -2.662 -0.723 -0.22
C -2.061 -3.750 -1.499 -0.46
C -2.097 -3.653 -2.891 0.45
C -1.784 -2.414 -3.437 -0.80
C -1.450 -1.361 -2.607 -1.05
N -1.410 -1.475 -1.277 0.58
C -2.472 -4.864 -3.730 1.70
C -2.451 -4.553 -5.226 -2.15
C -1.470 -5.994 -3.446 -1.56
C -3.887 -5.316 -3.337 -1.52
H -3.776 -5.337 5.347 0.46
H -4.379 -4.248 4.091 0.37
H -3.266 -3.650 5.328 0.33
H -1.357 -6.096 5.333 0.46
H -0.814 -4.420 5.315 0.34
H -0.253 -5.542 4.069 0.37
H -2.965 -6.959 3.687 0.41
H -1.899 -6.499 2.365 0.42
H -3.596 -5.967 2.378 0.42
H -1.510 -2.388 4.536 0.50
H -0.964 -0.497 3.055 0.42
H -2.292 -4.722 1.032 0.60
H -2.303 -4.688 -1.022 0.57
H -1.790 -2.246 -4.503 0.60
H -1.207 -0.393 -3.019 0.55
H -1.459 -4.244 -5.561 0.41
H -3.170 -3.774 -5.488 0.40
H -2.723 -5.450 -5.782 0.44
H -0.454 -5.690 -3.707 0.38
H -1.728 -6.868 -4.044 0.45
H -1.478 -6.295 -2.397 0.33
H -4.616 -4.525 -3.521 0.36
H -3.948 -5.599 -2.285 0.33
H -4.171 -6.186 -3.932 0.45
C 1.321 4.045 -6.976 -2.05
C 1.988 2.847 -6.300 1.86
C 1.911 1.647 -7.254 -1.64
C 3.459 3.197 -6.033 -1.62
C 1.312 2.483 -4.981 -0.36
C 1.790 1.413 -4.233 0.45
C 1.173 1.065 -3.054 0.18
Br 1.895 -0.400 -2.084 -0.15
C 0.054 1.754 -2.554 -0.25
O -0.533 1.285 -1.427 0.97
C -0.412 2.872 -3.261 -1.17
C 0.231 3.179 -4.464 -0.49
C -1.568 3.799 -2.851 2.36
C -2.098 3.580 -1.433 -2.13
C -1.091 5.261 -2.922 -1.75
C -2.734 3.591 -3.829 -1.78
H 1.834 4.262 -7.914 0.44
H 1.376 4.942 -6.356 0.40
H 0.274 3.846 -7.212 0.40
H 2.395 1.892 -8.202 0.45
H 0.872 1.382 -7.459 0.37
H 2.412 0.770 -6.841 0.33
H 3.956 3.459 -6.969 0.45
H 4.001 2.359 -5.591 0.32
H 3.537 4.047 -5.353 0.37
H 2.647 0.841 -4.562 0.50
H -0.148 4.020 -5.023 0.37
H -1.304 3.653 -0.688 0.36
H -2.592 2.617 -1.337 0.04
H -2.833 4.356 -1.211 0.61
H -0.238 5.419 -2.259 0.39
H -1.899 5.919 -2.599 0.47
H -0.802 5.569 -3.926 0.34
H -3.105 2.565 -3.773 0.29
H -2.438 3.791 -4.860 0.39
H -3.556 4.264 -3.576 0.45

***

No. 7
29
Properties=species:S:1:pos:R:3:mulliken_charge:R:1 method="wB97M-V/def2-TZVPD" gap_ha=0.28861 de_lowest_kcal_mol=104.9 lumo_energy_ev=-3.988 total_charge=+1 multiplicity=1 fmax_ha_per_bohr=0.1016
C 2.074 -0.224 -3.521 -0.37
C 2.469 -0.804 -2.355 -0.74
C 1.107 0.775 -3.599 -0.48
C 1.754 -0.477 -1.159 -0.17
C 0.399 1.102 -2.419 -0.45
C 0.762 0.455 -1.206 0.06
C 0.097 0.725 1.171 0.92
C -2.577 0.042 0.322 0.50
C 1.233 1.236 1.988 -1.78
C -1.281 0.731 3.410 -0.84
C -3.187 -2.305 -0.451 -0.74
N -2.212 0.338 1.433 -0.62
N -1.084 0.583 1.975 0.65
N -0.095 0.550 -0.051 -0.17
S -3.601 -0.551 -0.763 -0.02
H 2.425 -0.498 -4.476 0.39
H 3.209 -1.666 -2.230 0.28
H 0.823 1.147 -4.533 0.44
H 1.952 -0.868 -0.273 0.69
H -0.466 1.901 -2.537 0.24
H 1.483 0.534 2.791 0.42
H 2.076 1.308 1.370 0.38
H 0.883 2.122 2.437 0.51
H -1.743 1.693 3.769 0.34
H -1.852 -0.126 3.893 0.30
H -0.325 0.925 3.905 0.33
H -2.198 -2.391 0.131 0.27
H -3.225 -2.778 -1.414 0.36
H -4.016 -2.571 0.129 0.30

***

No. 8
59
Properties=species:S:1:pos:R:3:mulliken_charge:R:1 method="wB97M-V/def2-TZVPD" gap_ha="0.18402 / 0.18368" de_lowest_kcal_mol=30.1 lumo_energy_ev="4.365 / 4.365" total_charge=-2 multiplicity=1 fmax_ha_per_bohr=0.0568
Ir 2.332 1.102 -0.525 0.84
O 7.777 5.349 0.545 -0.65
C 6.842 4.608 0.310 0.56
S 6.938 2.852 0.312 -0.22
C 5.247 2.506 -0.093 0.02
C 4.453 3.579 -0.268 0.17
S 2.773 3.566 -0.675 -0.57
S 5.217 5.163 -0.067 -0.22
S 4.773 0.847 -0.226 -0.44
C 1.017 0.767 0.982 -0.83
Ge -0.805 0.232 0.992 1.04
C -1.925 0.791 2.572 -0.22
C -1.622 1.960 3.270 -0.35
C -2.359 2.351 4.380 -0.55
C -3.424 1.575 4.818 -0.36
C -3.755 0.419 4.123 -0.70
C -3.012 0.037 3.013 -0.13
C -1.849 1.015 -0.504 -0.16
C -3.169 0.648 -0.764 -0.03
C -3.930 1.327 -1.706 -0.63
C -3.375 2.385 -2.414 -0.37
C -2.056 2.752 -2.177 -0.64
C -1.306 2.078 -1.223 -0.51
C -1.215 -1.736 0.952 0.00
C -1.529 -2.409 -0.227 -0.12
C -1.651 -3.793 -0.261 -0.52
C -1.477 -4.536 0.898 -0.45
C -1.179 -3.883 2.088 -0.65
C -1.039 -2.504 2.104 -0.53
H 1.459 0.767 1.980 0.39
H -0.791 2.570 2.931 0.37
H -2.103 3.260 4.913 0.37
H -3.985 1.861 5.700 0.34
H -4.592 -0.187 4.453 0.36
H -3.287 -0.866 2.479 0.25
H -3.609 -0.185 -0.223 0.31
H -4.959 1.035 -1.886 0.36
H -3.972 2.931 -3.137 0.34
H -1.607 3.565 -2.736 0.41
H -0.275 2.362 -1.029 0.56
H -1.681 -1.844 -1.142 0.33
H -1.873 -4.292 -1.197 0.37
H -1.556 -5.616 0.870 0.34
H -1.057 -4.456 3.001 0.36
H -0.787 -2.003 3.034 0.33
F 2.852 -5.078 -3.136 -0.38
C 2.511 -3.765 -2.940 0.41
C 1.766 -3.415 -1.829 -0.65
C 1.423 -2.090 -1.649 -0.01
C 1.814 -1.082 -2.550 0.60
C 1.406 0.315 -2.359 -1.30
C 2.587 -1.492 -3.647 -0.54
C 2.926 -2.823 -3.853 -0.71
H 1.463 -4.175 -1.118 0.48
H 0.852 -1.799 -0.778 0.35
H 0.357 0.393 -2.073 0.12
H 1.606 0.936 -3.232 0.36
H 2.921 -0.740 -4.352 0.31
H 3.496 -3.133 -4.722 0.39